# C35H62O14

A 5-piece molecular cluster, C35H62O14 overall (ωB97M-V/def2-TZVPD, the OMol25 dataset).

Properties
HOMO-LUMO gap ... 7.75 eV
SMILES ... CCCCOC1=C(OCCOCC)C(=O)C(CCO)=C(CCC)C1=O.CCOC(C)=O.CCOC(C)=O.CCOC(C)=O.CCOC(C)=O

Structure (ORCA input):
```
! wB97M-V def2-TZVPD RIJCOSX def2/J DEFGRID3
* xyz 0 1
C -3.25 2.54 0.97
C -3.41 2.52 -0.54
C -2.11 2.88 -1.28
C -1.73 1.84 -2.33
O -0.33 1.89 -2.66
C 0.41 0.80 -2.33
C 1.31 0.29 -3.20
O 1.50 0.84 -4.42
C 1.02 0.08 -5.53
C -0.25 -0.70 -5.24
O -0.86 -0.98 -6.50
C -2.26 -0.83 -6.48
C -2.98 -1.83 -5.60
C 2.16 -0.87 -2.82
O 3.07 -1.22 -3.58
C 1.90 -1.59 -1.55
C 2.69 -2.85 -1.35
C 4.17 -2.52 -1.10
O 4.70 -3.25 -0.01
C 1.01 -1.07 -0.67
C 0.61 -1.65 0.64
C -0.90 -2.00 0.64
C -1.17 -3.40 1.16
C 0.33 0.23 -0.96
O -0.30 0.79 -0.07
H -3.09 3.56 1.32
H -4.15 2.14 1.43
H -2.41 1.93 1.30
H -3.72 1.52 -0.85
H -4.17 3.24 -0.82
H -1.27 2.96 -0.61
H -2.19 3.84 -1.79
H -2.01 0.84 -2.00
H -2.26 2.06 -3.25
H 1.79 -0.59 -5.91
H 0.78 0.79 -6.31
H -0.07 -1.64 -4.73
H -0.94 -0.11 -4.64
H -2.62 -0.95 -7.50
H -2.52 0.18 -6.17
H -2.79 -1.64 -4.55
H -2.72 -2.85 -5.85
H -4.05 -1.70 -5.74
H 2.29 -3.47 -0.56
H 2.63 -3.41 -2.28
H 4.75 -2.74 -1.99
H 4.27 -1.45 -0.93
H 5.19 -2.66 0.55
H 0.75 -0.87 1.39
H 1.19 -2.51 0.92
H -1.27 -1.92 -0.38
H -1.46 -1.31 1.26
H -0.99 -3.44 2.24
H -2.20 -3.69 1.00
H -0.51 -4.13 0.70
C -4.10 -1.14 5.33
C -3.42 -0.49 4.14
O -3.39 -1.36 3.00
C -4.39 -1.45 2.11
C -5.73 -0.81 2.41
O -4.20 -2.07 1.10
H -5.15 -1.36 5.12
H -4.05 -0.48 6.19
H -3.61 -2.08 5.57
H -3.87 0.47 3.88
H -2.38 -0.29 4.37
H -6.37 -1.56 2.87
H -6.17 -0.50 1.47
H -5.67 0.06 3.06
C 2.39 2.80 6.53
C 1.46 1.65 6.83
O 0.11 1.94 6.44
C -0.35 1.74 5.19
C 0.62 1.42 4.08
O -1.52 1.88 4.98
H 2.45 3.01 5.46
H 3.39 2.58 6.90
H 2.04 3.71 7.02
H 1.79 0.72 6.38
H 1.40 1.48 7.90
H 0.90 2.35 3.59
H 0.10 0.80 3.35
H 1.51 0.90 4.40
C 5.57 -4.56 -4.92
C 5.34 -6.02 -5.26
O 6.56 -6.72 -5.50
C 7.30 -7.26 -4.52
C 6.98 -6.94 -3.08
O 8.23 -7.95 -4.82
H 6.15 -4.45 -4.00
H 4.63 -4.03 -4.79
H 6.15 -4.08 -5.71
H 4.75 -6.53 -4.49
H 4.78 -6.10 -6.19
H 7.59 -6.09 -2.77
H 7.25 -7.80 -2.47
H 5.93 -6.71 -2.89
C 0.03 6.60 3.28
C -0.71 7.17 2.09
O -1.93 6.47 1.84
C -3.09 6.77 2.45
C -3.09 7.72 3.63
O -4.09 6.22 2.09
H -0.54 6.71 4.20
H 0.99 7.11 3.41
H 0.22 5.54 3.13
H -0.89 8.24 2.19
H -0.12 7.04 1.19
H -3.00 7.13 4.55
H -4.04 8.24 3.65
H -2.30 8.46 3.60
*
```

These are the Mulliken partial charges, in e, on atoms 1 to 2: C -0.820; C -0.503

---

# C35H63ClFeN8O5

C35H63ClFeN8O5 as an isolated structure (ωB97M-V/def2-TZVPD, the OMol25 dataset).

Properties
HOMO-LUMO gap (spin up / spin down) ... 7.35 / 5.74 eV

Structure (ORCA input):
```
! wB97M-V def2-TZVPD RIJCOSX def2/J DEFGRID3
* xyz 1 6
Fe -0.47 3.94 -2.45
Cl 2.76 3.85 -1.30
O 3.78 4.61 -1.91
O 2.24 4.45 -0.09
O 1.64 3.73 -2.30
O 3.21 2.53 -0.99
C 0.44 0.25 -1.28
C -0.66 1.20 -0.78
C -0.58 1.37 0.71
O -0.70 2.38 -1.53
H 0.58 -0.57 -0.58
H 1.36 0.80 -1.50
H 0.15 -0.24 -2.22
H -1.62 0.70 -1.00
H 0.24 2.01 1.05
H -0.52 0.45 1.29
H -1.45 1.92 1.09
C -5.54 2.20 -0.80
C -4.36 1.59 -0.02
C -4.72 1.20 1.38
C -5.71 0.12 1.46
N -6.45 -0.72 1.55
H -5.81 3.19 -0.42
H -6.41 1.55 -0.69
H -5.26 2.29 -1.84
H -3.56 2.34 0.00
H -4.03 0.77 -0.66
H -5.07 2.01 2.01
H -3.81 0.77 1.82
C -2.64 -2.13 -5.35
C -1.86 -2.03 -4.11
C -2.60 -1.31 -2.95
C -2.82 0.11 -3.32
N -3.02 1.18 -3.61
H -2.16 -2.78 -6.08
H -2.74 -1.14 -5.81
H -3.67 -2.49 -5.28
H -0.92 -1.51 -4.29
H -1.58 -3.00 -3.67
H -2.02 -1.28 -2.02
H -3.61 -1.67 -2.72
C 4.89 -2.13 0.69
C 3.99 -0.91 0.70
C 3.35 -0.66 2.06
C 2.60 -1.81 2.55
N 2.02 -2.70 2.94
H 5.19 -2.35 -0.34
H 4.37 -3.02 1.05
H 5.80 -2.00 1.27
H 3.21 -1.10 -0.04
H 4.49 0.00 0.37
H 2.70 0.20 2.07
H 4.15 -0.47 2.78
C 4.54 -1.33 -3.83
C 4.38 0.07 -3.28
C 3.57 0.98 -4.15
C 2.25 0.53 -4.52
N 1.18 0.22 -4.82
H 3.58 -1.70 -4.17
H 4.90 -2.04 -3.07
H 5.31 -1.41 -4.60
H 5.37 0.52 -3.12
H 3.93 0.04 -2.28
H 4.11 1.14 -5.10
H 3.48 2.01 -3.80
C -0.88 1.00 5.91
C -0.22 -0.20 6.51
C 0.81 -0.88 5.63
C 1.89 0.03 5.26
N 2.72 0.75 4.95
H -0.16 1.80 5.71
H -1.71 1.32 6.53
H -1.33 0.76 4.94
H -1.02 -0.90 6.76
H 0.20 0.07 7.48
H 0.34 -1.21 4.70
H 1.13 -1.78 6.14
C -2.26 -2.06 1.52
C -3.36 -3.11 1.39
C -3.86 -3.22 -0.04
C -2.96 -4.00 -0.90
N -2.27 -4.62 -1.58
H -2.70 -1.06 1.57
H -1.51 -2.12 0.73
H -1.73 -2.22 2.47
H -4.17 -2.80 2.05
H -3.05 -4.08 1.77
H -4.01 -2.22 -0.45
H -4.85 -3.69 -0.12
C 0.17 4.64 2.84
C 0.50 6.01 2.30
C -0.53 6.52 1.28
C -0.50 5.74 0.06
N -0.47 5.16 -0.85
H -0.76 4.65 3.40
H 0.96 4.35 3.54
H 0.15 3.88 2.06
H 1.50 6.07 1.85
H 0.54 6.68 3.16
H -0.37 7.57 1.02
H -1.54 6.45 1.70
C 2.47 -3.49 -2.05
C 1.15 -3.88 -1.42
C 1.33 -4.06 0.10
C 2.25 -5.14 0.43
N 3.01 -5.96 0.60
H 2.74 -2.48 -1.74
H 2.46 -3.46 -3.15
H 3.27 -4.20 -1.82
H 0.79 -4.82 -1.83
H 0.41 -3.10 -1.59
H 0.35 -4.26 0.54
H 1.71 -3.13 0.51
*
```

These are the Mulliken partial charges, in e, on atoms 1 to 2: Fe 0.880; Cl 1.660